{
  "formula": "C2H4NO2",
  "method": "ωB97M-V with the def2-TZVPD basis set",
  "charge": 1,
  "de_lowest_kcal_mol": 87.60,
  "homo_energy_ev": -16.0,
  "orbital_gap_ev": 9.86,
  "species": ["C", "C", "N", "O", "O", "H", "H", "H", "H"],
  "positions_angstrom": [[-2.4148, -0.1306, 0.0705], [0.6614, -1.0509, 0.0763], [1.0843, 1.1232, -0.0549], [-3.4859, -0.3813, -0.0392], [1.4335, -0.0928, 0.2114], [1.1005, -2.0584, 0.1791], [-0.4112, -0.7304, -0.1059], [0.2639, 1.3958, -0.6080], [1.7683, 1.9254, 0.2708]],
  "forces_ev_per_a": [[1.4, 0.4, 0.1], [-1.8, -0.3, -0.2], [0.9, 5.7, 0.5], [-1.7, -0.3, -0.1], [1.8, -1.3, 0.2], [-0.3, 0.7, 0.1], [1.1, -1.1, -0.1], [0.3, -1.0, 0.4], [-1.7, -2.8, -0.8]]
}

{
  "formula": "C2H4NO2P",
  "method": "ωB97M-V with the def2-TZVPD basis set",
  "smiles": "O=[P@@]1([O-])[C@@H]2[NH2+][C@@H]21",
  "de_lowest_kcal_mol": 76.53,
  "homo_energy_ev": -9.6,
  "orbital_gap_ev": 9.74,
  "species": ["O", "P", "O", "C", "N", "C", "H", "H", "H", "H"],
  "positions_angstrom": [[-1.0582, -0.5131, -2.3930], [-0.3103, 0.2125, -1.4023], [0.1116, 1.6256, -1.3837], [-0.8560, -0.1696, 0.4778], [0.3728, 0.3473, 0.9240], [0.4714, -0.7727, -0.0372], [-1.6016, -0.5048, 1.3589], [1.0320, 0.1224, 1.7177], [0.7464, 1.2113, 0.4855], [1.0919, -1.5589, 0.2523]],
  "forces_ev_per_a": [[-0.5, -1.0, -1.3], [-0.4, 0.0, 2.9], [0.7, 0.0, -0.3], [-2.6, -1.7, 1.2], [5.0, 1.8, 1.3], [-1.9, 1.8, -1.6], [1.8, 0.4, -2.5], [-1.9, -0.1, -0.3], [-0.8, 0.0, 0.1], [0.6, -1.4, 0.3]]
}

{
  "formula": "C2H4NO2S",
  "method": "ωB97M-V with the def2-TZVPD basis set",
  "charge": -1,
  "de_lowest_kcal_mol": 74.97,
  "homo_energy_ev": -3.2,
  "orbital_gap_ev": 7.29,
  "species": ["C", "C", "N", "O", "O", "S", "H", "H", "H", "H"],
  "positions_angstrom": [[-1.3102, 0.1639, -0.2484], [0.5965, -0.7363, 0.1669], [-2.1022, -0.4830, -0.9432], [1.2153, 1.7220, 0.9350], [3.0340, 0.0925, 0.4550], [1.7742, 0.7371, -0.0378], [-1.3403, 1.1332, 0.2339], [0.4705, -1.0839, 1.1807], [0.6681, -1.5040, -0.5866], [-3.0059, -0.0415, -1.1556]],
  "forces_ev_per_a": [[4.1, -1.9, 1.1], [-3.1, 3.0, -0.9], [-0.8, -0.5, -0.7], [-0.2, 0.0, 0.0], [0.0, 0.1, -0.1], [-0.2, -1.0, 0.2], [-0.2, 0.3, 0.0], [0.2, 0.0, 0.3], [0.0, -0.2, -0.2], [0.2, 0.2, 0.3]]
}

{
  "formula": "C2H4NO2S",
  "method": "ωB97M-V with the def2-TZVPD basis set",
  "charge": -1,
  "smiles": "CSNC(=O)[O-]",
  "de_lowest_kcal_mol": 16.02,
  "homo_energy_ev": -4.3,
  "orbital_gap_ev": 7.76,
  "species": ["C", "S", "N", "C", "O", "O", "H", "H", "H", "H"],
  "positions_angstrom": [[-1.6413, -0.2435, 0.2988], [-0.7938, 1.3718, 0.1967], [0.9268, 0.9277, -0.3733], [1.7851, -0.1846, 0.0126], [2.4799, -0.4701, -0.9682], [1.5867, -0.7626, 1.0726], [-1.5994, -0.8336, -0.5946], [-2.4846, 0.2164, 0.5614], [-1.2667, -0.9107, 1.1552], [1.0074, 0.8891, -1.3612]],
  "forces_ev_per_a": [[4.4, -1.4, 1.2], [3.6, -1.9, -0.9], [-2.1, 1.8, 1.3], [-1.8, -0.7, -0.4], [1.5, -0.3, -0.5], [0.2, -0.1, 1.4], [-0.4, 0.1, -0.6], [-4.4, 0.7, 0.8], [-0.3, 1.2, -1.2], [-0.6, 0.5, -1.0]]
}

{
  "formula": "C2H4NO3P",
  "method": "ωB97M-V with the def2-TZVPD basis set",
  "s_squared": 2.01,
  "charge": -2,
  "de_lowest_kcal_mol": 0.00,
  "homo_energy_ev": [0.8, 0.7],
  "orbital_gap_ev": [5.97, 5.63],
  "multiplicity": 3,
  "species": ["C", "C", "N", "O", "O", "O", "P", "H", "H", "H", "H"],
  "positions_angstrom": [[-1.2355, -0.5137, -1.0546], [-1.1423, 0.1001, 0.2293], [-0.2585, -0.9493, -0.1311], [1.5876, -1.2348, 1.4983], [2.0889, -1.9993, -0.8989], [1.1602, 3.0346, -0.2662], [1.4361, -0.9611, -0.0052], [-2.1563, -1.0971, -1.2605], [0.7031, 2.5502, 0.3787], [-0.6467, 1.1154, 0.1869], [-1.5366, -0.0450, 1.3232]],
  "forces_ev_per_a": [[-1.1, -1.8, 0.3], [1.5, 3.6, 4.2], [-1.4, -1.0, -2.3], [-0.1, 0.7, -0.8], [-0.7, 0.5, -0.5], [0.9, 1.4, -1.5], [2.2, -1.4, 1.8], [0.7, -0.2, -0.7], [-0.9, -1.1, 1.5], [-0.6, -0.8, 0.1], [-0.5, 0.0, -2.3]]
}

{
  "formula": "C2H4NO3P",
  "method": "ωB97M-V with the def2-TZVPD basis set",
  "de_lowest_kcal_mol": 28.58,
  "homo_energy_ev": -10.5,
  "orbital_gap_ev": 11.12,
  "species": ["C", "C", "N", "O", "O", "O", "P", "H", "H", "H", "H"],
  "positions_angstrom": [[0.2288, 1.2945, -0.0655], [1.0778, 0.0885, 0.4426], [0.1900, -1.1082, 0.3453], [0.6217, 2.3949, -0.1330], [-2.5750, -1.0427, -0.0095], [-1.0337, 1.0100, -0.3055], [-1.3026, -0.5448, -0.4281], [2.0016, 0.0473, -0.3373], [1.4409, 0.2352, 1.5105], [0.1717, -1.8356, 1.0811], [-0.8214, -0.5392, -2.1006]],
  "forces_ev_per_a": [[1.9, -0.6, 1.9], [1.1, -0.7, -1.1], [-1.6, 1.2, -0.7], [1.0, 1.8, -0.4], [-1.5, -0.7, 0.4], [-1.7, 0.3, 0.1], [4.4, -1.8, -3.2], [-1.9, -0.1, 2.0], [-0.4, 0.1, -1.5], [-0.1, 1.0, -0.7], [-1.3, -0.5, 3.2]]
}

{
  "formula": "C2H4NO3P",
  "method": "ωB97M-V with the def2-TZVPD basis set",
  "smiles": "O=C1CN[P@@H](=O)O1",
  "de_lowest_kcal_mol": 6.56,
  "homo_energy_ev": -10.9,
  "orbital_gap_ev": 11.39,
  "species": ["O", "C", "C", "N", "P", "O", "O", "H", "H", "H", "H"],
  "positions_angstrom": [[-0.5624, 2.3287, 0.9940], [-0.3910, 1.2718, 0.5206], [0.9492, 0.7503, -0.1102], [0.7043, -0.6629, -0.4711], [-0.8508, -1.1266, -0.1134], [-1.2147, -2.3296, 0.6688], [-1.3837, 0.3135, 0.4829], [1.1278, 1.3181, -0.9753], [1.6144, 0.6681, 0.6838], [1.4269, -1.3233, -0.1085], [-1.4200, -1.2081, -1.5714]],
  "forces_ev_per_a": [[-0.2, 1.2, 0.4], [0.8, -1.2, -0.7], [-3.1, -1.8, 0.6], [0.8, -0.9, 0.9], [-2.1, -1.3, -2.6], [0.8, 1.3, -0.5], [0.6, -0.4, -0.4], [0.9, 1.0, -0.8], [1.8, 1.1, 1.0], [-0.9, 0.8, -0.5], [0.5, 0.3, 2.6]]
}

{
  "formula": "C2H4NO3P",
  "method": "ωB97M-V with the def2-TZVPD basis set",
  "de_lowest_kcal_mol": 85.71,
  "homo_energy_ev": -7.6,
  "orbital_gap_ev": 7.90,
  "species": ["C", "C", "N", "O", "O", "O", "P", "H", "H", "H", "H"],
  "positions_angstrom": [[1.3652, -1.3873, 2.0680], [0.8901, 0.6115, 0.5836], [1.1563, -0.5370, 1.2150], [-1.4379, 1.6765, -0.4471], [-1.4006, -0.9221, -0.7025], [0.0929, 0.3555, -2.0794], [-0.4373, 0.3931, -0.5471], [2.1601, -2.1973, 2.0949], [-1.0603, 2.2242, 0.2296], [-1.8465, -1.3487, 0.0674], [0.5180, 1.1317, -2.4824]],
  "forces_ev_per_a": [[0.8, 0.3, -1.2], [-1.2, -2.3, 0.2], [0.0, 0.7, 0.9], [0.6, -1.7, -0.7], [0.4, 0.7, 0.6], [-0.7, 0.1, 0.5], [0.5, -0.3, -0.8], [-1.2, 1.1, -0.4], [0.3, 0.8, 0.8], [0.8, 0.9, -0.6], [-0.2, -0.2, 0.7]]
}

Please write out number 2 again, unchanged.
{
  "formula": "C2H4NO2P",
  "method": "ωB97M-V with the def2-TZVPD basis set",
  "smiles": "O=[P@@]1([O-])[C@@H]2[NH2+][C@@H]21",
  "de_lowest_kcal_mol": 76.53,
  "homo_energy_ev": -9.6,
  "orbital_gap_ev": 9.74,
  "species": ["O", "P", "O", "C", "N", "C", "H", "H", "H", "H"],
  "positions_angstrom": [[-1.0582, -0.5131, -2.3930], [-0.3103, 0.2125, -1.4023], [0.1116, 1.6256, -1.3837], [-0.8560, -0.1696, 0.4778], [0.3728, 0.3473, 0.9240], [0.4714, -0.7727, -0.0372], [-1.6016, -0.5048, 1.3589], [1.0320, 0.1224, 1.7177], [0.7464, 1.2113, 0.4855], [1.0919, -1.5589, 0.2523]],
  "forces_ev_per_a": [[-0.5, -1.0, -1.3], [-0.4, 0.0, 2.9], [0.7, 0.0, -0.3], [-2.6, -1.7, 1.2], [5.0, 1.8, 1.3], [-1.9, 1.8, -1.6], [1.8, 0.4, -2.5], [-1.9, -0.1, -0.3], [-0.8, 0.0, 0.1], [0.6, -1.4, 0.3]]
}